ORCA calculation (ωB97M-V/def2-TZVPD) on a cluster of 13 separate species, C4H32O14 in total at a distorted geometry.

As for the multiplicity: 1. The value obtained for the LUMO energy is 5.14 eV. The total charge is -2. As for the HOMO energy: -3.81 eV.

Geometry (Å):
C (-0.186, 0.016, -0.635)
O (-1.558, 0.275, -0.901)
C (-0.017, -1.328, 0.137)
C (1.361, -1.998, -0.013)
C (2.408, -1.462, 0.968)
O (3.526, -0.819, 0.369)
H (0.267, 0.017, -1.622)
H (0.282, 0.779, -0.011)
H (-0.821, -1.976, -0.211)
H (-0.144, -1.101, 1.192)
H (1.186, -3.074, 0.106)
H (1.827, -1.958, -1.002)
H (2.860, -2.302, 1.509)
H (1.992, -0.753, 1.698)
H (0.959, -1.080, -3.547)
H (2.055, 0.014, -3.802)
O (1.788, -0.918, -4.002)
H (-1.855, 1.127, 2.822)
H (-0.632, 1.664, 2.473)
O (-0.996, 1.242, 3.230)
H (-0.701, 2.793, 0.494)
H (-2.309, 2.488, 0.693)
O (-1.565, 3.192, 0.633)
H (-2.959, -0.449, 1.438)
H (-2.396, -1.728, 0.680)
O (-2.802, -1.438, 1.513)
H (2.138, 1.431, -2.307)
H (0.688, 1.824, -2.833)
O (1.578, 1.687, -3.185)
H (-0.867, -0.602, 3.707)
H (-1.538, -1.455, 2.696)
O (-0.924, -1.544, 3.463)
H (-1.836, 3.089, -1.534)
H (-2.174, 1.661, -1.899)
O (-2.332, 2.575, -2.204)
H (0.116, -2.813, 3.948)
H (1.527, -2.669, 3.457)
O (0.978, -3.302, 3.927)
H (-3.861, 1.291, 0.551)
H (-2.145, 0.667, -0.172)
O (-3.048, 1.121, 1.058)
H (1.354, 3.636, -1.460)
H (2.073, 2.457, -0.754)
O (1.644, 3.380, -0.579)
H (3.789, 1.525, -1.165)
H (3.245, 0.029, -0.133)
O (2.890, 1.152, -1.084)
H (-1.048, -2.604, -2.704)
H (-1.856, -1.398, -2.464)
O (-1.957, -2.359, -2.540)

ORCA calculation (ωB97M-V/def2-TZVPD) on a cluster of 12 separate species, C4H33N2O13 in total at a distorted geometry.

As for the multiplicity: 2. The expectation value of S² is 0.76. The value obtained for the LUMO energy (alpha / beta) is -0.93 / -5.23 eV. As for the HOMO energy (alpha / beta): -9.91 / -9.91 eV.

Geometry (Å):
C (-2.435, 2.499, -0.711)
N (-1.396, 2.649, 0.212)
C (-0.572, 3.797, 0.381)
O (0.818, 3.461, 0.083)
C (-2.064, 1.294, -1.718)
N (-1.896, -0.024, -1.236)
C (-3.108, -0.670, -0.648)
O (-3.615, 0.119, 0.421)
H (-3.307, 2.169, -0.151)
H (-2.698, 3.300, -1.409)
H (-1.249, 1.848, 0.815)
H (-0.814, 4.638, -0.244)
H (-0.469, 4.134, 1.423)
H (0.780, 2.715, -0.535)
H (-1.296, 1.580, -2.448)
H (-2.984, 1.374, -2.338)
H (-1.177, -0.169, -0.536)
H (-2.811, -1.652, -0.285)
H (-3.894, -0.721, -1.405)
H (2.692, -0.073, -0.573)
H (2.736, 0.566, 1.051)
O (1.781, -0.159, -0.857)
H (-0.054, -0.732, 1.203)
H (-0.175, -2.509, -2.892)
O (0.250, -1.415, 0.589)
H (3.304, -2.700, -0.030)
H (2.601, -3.580, -1.040)
O (3.342, -2.967, -0.958)
H (1.485, -1.938, 1.543)
H (1.032, -2.393, 2.955)
O (1.778, -2.446, 2.351)
H (1.688, 1.432, 2.411)
H (0.746, 2.283, 2.871)
O (1.169, 1.484, 3.239)
H (0.436, -0.270, 4.605)
H (-0.402, 0.162, 3.504)
O (-0.412, -0.498, 4.205)
H (-1.626, -2.200, -2.491)
H (2.371, -2.413, -2.447)
O (-1.101, -2.664, -3.146)
H (-3.194, -0.211, 1.226)
H (1.710, -1.095, -2.314)
O (1.783, -1.832, -2.974)
H (-0.435, -4.106, 1.939)
H (-1.380, -4.017, 0.749)
O (-1.310, -4.375, 1.639)
H (0.816, -0.763, -0.094)
H (3.363, 1.890, 0.465)
O (3.516, 1.125, 1.027)
H (2.402, 1.243, -3.049)
H (1.530, 1.086, -1.818)
O (1.743, 1.747, -2.561)

ORCA calculation (ωB97M-V/def2-TZVPD) on a cluster of 13 separate species, C4H33NO12 in total at a distorted geometry.

As for the multiplicity: 1. The value obtained for the LUMO energy is 0.11 eV. As for the HOMO energy: -8.91 eV.

Geometry (Å):
N (-1.088, -2.790, 1.705)
C (-1.772, -1.491, 1.860)
C (-2.241, -0.665, -1.921)
C (-1.772, -0.738, -0.508)
C (-2.439, -1.067, 0.592)
H (-0.722, -2.914, 0.771)
H (-0.299, -2.908, 2.325)
H (-1.051, -0.750, 2.232)
H (-2.473, -1.611, 2.685)
H (-2.849, 0.179, -2.276)
H (-1.436, -0.495, -2.634)
H (-2.802, -1.531, -2.280)
H (-0.689, -0.677, -0.459)
H (-3.517, -0.952, 0.620)
H (-4.582, 1.009, -0.886)
H (-3.049, 1.300, -0.463)
O (-3.965, 1.608, -0.467)
H (-0.913, 2.426, 4.171)
H (-0.529, 2.090, 2.760)
O (-0.519, 1.706, 3.665)
H (0.892, -2.627, -1.325)
H (-0.653, -2.859, -1.837)
O (0.188, -2.422, -1.967)
H (1.273, -0.612, 3.755)
H (1.109, 0.902, 3.706)
O (1.784, 0.193, 3.613)
H (2.295, 3.669, -0.241)
H (2.101, 2.339, 0.484)
O (1.791, 2.850, -0.290)
H (2.067, -0.502, -1.099)
H (3.554, -0.632, -1.056)
O (2.755, -1.033, -0.677)
H (-1.082, 3.129, 0.480)
H (-2.191, 2.453, 1.329)
O (-1.457, 3.079, 1.378)
H (2.469, 0.651, -2.767)
H (3.454, 1.629, -2.008)
O (3.402, 0.862, -2.593)
H (3.084, 0.677, 2.231)
H (2.590, 0.284, 0.843)
O (3.062, 0.993, 1.309)
H (2.095, -2.619, 0.647)
H (2.393, -3.840, -0.354)
O (1.766, -3.420, 0.236)
H (0.705, -0.891, -3.122)
H (0.554, 0.107, -4.304)
O (0.833, 0.045, -3.381)
H (-1.152, 2.467, -1.891)
H (-0.146, 1.406, -1.472)
O (-0.825, 1.993, -1.118)

ΔE to the lowest compared entry with this formula, charge and spin for the records above, in order: 0.0 30.1 57.2 kcal per mole
E for the records above, in order: -1225.04114 -1259.65018 -1129.81331 Ha